Formula: C27H24BrF6IN7O9S4Yb
Source: the OMol25 dataset
Level of theory: the ωB97M-V functional and the def2-TZVPD basis

Structure (XYZ):
```
80
Properties=species:S:1:pos:R:3:lowdin_spin:R:1
Yb 0.0210 -0.2551 0.0320 1.000
F 0.6561 -5.1354 -0.8704 0.000
C -0.6280 -5.0721 -0.4972 0.000
F -1.3563 -5.8526 -1.2780 0.000
F -0.7335 -5.4818 0.7628 0.000
S -1.1972 -3.3099 -0.6280 0.000
O -0.1327 -2.5609 0.0361 -0.001
O -2.5060 -3.2701 -0.0948 0.000
N -1.1123 -3.1549 -2.1976 0.000
S -0.4720 -1.9520 -2.9325 0.000
O -1.2844 -1.3677 -3.9435 0.000
O 0.2445 -1.0226 -2.0459 -0.001
C 0.8725 -2.7557 -3.9243 0.000
F 1.6423 -3.5212 -3.1485 0.000
F 1.6290 -1.7988 -4.4682 0.000
F 0.3402 -3.4958 -4.8795 0.000
O -3.3332 -0.6509 5.1490 0.000
C -2.6788 -0.5423 4.1533 0.000
C -1.2564 0.0052 4.0612 0.000
O -0.6019 0.4614 4.9691 0.000
C -0.9114 -0.0650 2.6450 0.000
C -1.9712 -0.5420 1.8808 0.001
O -1.8997 -0.5611 0.5782 0.001
C -3.1352 -0.8494 2.7267 0.000
O -4.2358 -1.2028 2.3892 0.000
O 0.1975 0.3455 2.0671 -0.001
C -1.3573 3.0353 2.3501 0.000
C -0.1464 3.2602 1.5179 0.000
N 0.3257 2.4770 0.5952 0.000
C 1.4942 2.9724 0.0656 0.000
C 1.9047 4.1630 0.5787 0.000
S 0.7959 4.6930 1.7618 0.000
C 2.2643 2.1586 -0.8674 0.000
C 3.1830 2.6185 -1.7541 0.000
S 4.0531 1.3115 -2.4292 0.000
C 3.1084 0.2033 -1.5121 0.000
N 2.2013 0.7781 -0.7645 0.000
C 3.3905 -1.2570 -1.5634 0.000
H -1.9910 2.2664 1.9163 0.000
H -1.9210 3.9603 2.4664 0.000
H -1.0589 2.6966 3.3458 0.000
H 2.7996 4.7193 0.3539 0.000
H 3.3960 3.6376 -2.0309 0.000
H 4.4147 -1.4357 -1.8848 0.000
H 2.7276 -1.7560 -2.2661 0.000
H 3.2386 -1.6979 -0.5798 0.000
Br 5.1626 -1.6716 3.6520 0.000
C 4.2838 -3.2978 3.2613 0.000
C 4.8588 -4.4844 3.6916 0.000
C 4.2433 -5.6923 3.4044 0.000
C 3.0661 -5.7141 2.6719 0.000
C 2.4964 -4.5263 2.2443 0.000
C 3.0944 -3.3099 2.5446 0.000
I 1.9814 -1.5089 2.1108 0.000
H 5.7810 -4.4516 4.2548 0.000
H 4.6857 -6.6154 3.7540 0.000
H 2.5766 -6.6515 2.4433 0.000
H 1.5721 -4.5379 1.6815 0.000
C -2.1791 2.6653 -0.9865 0.000
N -3.1164 3.3824 -1.8380 0.000
C -2.4489 3.6858 -3.1037 0.000
N -1.9815 2.4740 -3.7717 0.000
C -1.0585 1.7769 -2.8869 0.000
N -1.6792 1.3996 -1.5863 0.001
C -2.9071 0.5859 -1.8730 0.000
N -3.8295 1.2732 -2.7636 0.000
C -4.2587 2.5073 -2.1182 0.000
C -3.1409 1.6037 -4.0123 0.000
H -2.6769 2.4217 -0.0470 0.000
H -1.3310 3.3198 -0.7926 0.000
H -1.5934 4.3374 -2.9068 0.000
H -3.1484 4.2075 -3.7591 0.000
H -0.2071 2.4338 -2.6797 0.000
H -0.7055 0.8875 -3.3929 0.000
H -3.4087 0.3745 -0.9318 0.000
H -2.6216 -0.3533 -2.3290 0.000
H -4.7572 2.2632 -1.1780 0.000
H -4.9610 3.0326 -2.7679 0.000
H -3.8353 2.1206 -4.6772 0.000
H -2.8037 0.6843 -4.4864 0.000
```

Summary:
E_LUMO (spin up / spin down)	-0.4 / -0.4	eV
energy relative to the best compared isomer or geometry (same formula, charge and spin)	154.37	kJ/mol
E_HOMO (spin up / spin down)	-8.193 / -8.191	eV
HOMO-LUMO gap (spin up / spin down)	7.8 / 7.8	eV
total energy	-8326.1911	Ha
spin multiplicity	2
⟨S²⟩	0.751